Record 1
# C5H10O2

A cluster of 3 separate species, C5H10O2 in total (ωB97M-V/def2-TZVPD, the OMol25 dataset).

Structure (XYZ):
```
17
Properties=species:S:1:pos:R:3:nbo_charge:R:1
C -0.222 -1.875 0.081 -0.4277
C -0.818 -0.692 0.115 -0.0088
C -1.644 0.149 -0.827 -0.1013
O -1.713 1.203 0.150 -0.5322
C -0.951 0.437 1.107 -0.1102
H 0.329 -2.251 0.940 0.2121
H -0.272 -2.512 -0.798 0.2073
H -2.636 -0.253 -1.072 0.1897
H -1.147 0.473 -1.751 0.1849
H -0.012 0.933 1.386 0.2115
H -1.535 0.211 2.008 0.1904
H 1.053 2.564 -0.586 -0.0130
H 0.318 2.442 -0.609 0.0074
C 2.310 -0.210 -0.041 0.2826
O 2.386 0.312 1.043 -0.5197
H 2.687 -1.235 -0.230 0.1118
H 1.865 0.303 -0.915 0.1151
```

- Structure (SMILES): C=C1COC1.[H][H].C=O
- HOMO-LUMO gap: 10.4019 eV
- E_HOMO: -9.52 eV
- Total energy: -9438.379 eV
- Energy above the lowest of the compared OMol25 structures with the same formula, charge and spin: 449.97 kJ/mol

---

Record 2
# C5H10O2

The molecule C5H10O2 (ωB97M-V/def2-TZVPD, the OMol25 dataset).

Structure (XYZ):
```
17
Properties=species:S:1:pos:R:3:nbo_charge:R:1
C 0.592 -0.057 -2.267 -0.2424
O 0.255 -0.804 -1.126 -0.5327
C -0.856 -0.361 -0.406 0.0243
C -1.165 -1.252 0.738 -0.4283
C -0.656 0.089 1.109 -0.2648
C 0.738 0.400 1.525 -0.0789
O 1.004 1.797 1.487 -0.7151
H 0.908 0.962 -2.003 0.1551
H -0.244 0.003 -2.978 0.1738
H 1.430 -0.571 -2.748 0.1974
H -1.287 0.593 -0.603 0.2249
H -2.170 -1.565 0.996 0.2237
H -0.411 -2.032 0.839 0.2361
H -1.427 0.778 1.475 0.2117
H 0.919 0.086 2.552 0.1797
H 1.398 -0.160 0.843 0.1765
H 0.972 2.094 0.568 0.4591
```

- Structure (SMILES): CO[C@H]1C[C@H]1CO
- HOMO-LUMO gap: 9.4223 eV
- E_HOMO: -8.55 eV
- Total energy: -9439.348 eV
- Energy above the lowest of the compared OMol25 structures with the same formula, charge and spin: 356.56 kJ/mol

---

Record 3
# C5H10O2

A cluster of 2 separate species, C5H10O2 in total (ωB97M-V/def2-TZVPD, the OMol25 dataset).

Structure (XYZ):
```
17
Properties=species:S:1:pos:R:3:nbo_charge:R:1
C -0.958 -1.321 -2.367 -0.3884
C 0.282 -1.162 -1.921 -0.1735
C 0.734 -1.558 -0.544 -0.4414
C 1.631 -0.523 0.150 -0.5202
C 0.945 0.324 1.177 0.4485
O 1.088 1.514 1.264 -0.5108
H -1.259 -1.042 -3.369 0.2014
H -1.741 -1.733 -1.738 0.1857
H 0.983 -0.730 -2.622 0.1973
H 1.240 -2.531 -0.592 0.2219
H -0.173 -1.788 0.018 0.2097
H 2.088 0.139 -0.588 0.2299
H 2.478 -1.052 0.577 0.2387
H 0.301 -0.213 1.902 0.1011
O -2.325 4.115 3.097 -0.9412
H -2.039 3.575 2.357 0.4733
H -3.277 3.985 3.198 0.4679
```

- Structure (SMILES): C=CCCC=O.O
- HOMO-LUMO gap: 10.6530 eV
- E_HOMO: -9.83 eV
- Total energy: -9440.848 eV
- Energy above the lowest of the compared OMol25 structures with the same formula, charge and spin: 211.80 kJ/mol

---

Record 4
# C5H10O2

The molecule C5H10O2 (ωB97M-V/def2-TZVPD, the OMol25 dataset).

Structure (XYZ):
```
17
Properties=species:S:1:pos:R:3:nbo_charge:R:1
C 2.116 0.692 0.292 -0.6302
C 1.036 -0.378 0.420 0.0771
O 0.504 -0.406 1.734 -0.7158
C -0.038 -0.176 -0.640 0.0887
C -1.368 -0.931 -0.473 -0.4654
C -1.988 0.471 -0.397 -0.0589
O -0.700 1.098 -0.489 -0.5410
H 2.805 0.629 1.138 0.2215
H 2.686 0.552 -0.634 0.2056
H 1.666 1.690 0.278 0.2216
H 1.481 -1.369 0.252 0.1693
H -0.377 -0.020 1.722 0.4651
H 0.419 -0.267 -1.636 0.1811
H -1.678 -1.545 -1.321 0.2178
H -1.430 -1.517 0.447 0.2180
H -2.492 0.732 0.543 0.1695
H -2.641 0.745 -1.234 0.1760
```

- Structure (SMILES): C[C@@H](O)[C@H]1CCO1
- HOMO-LUMO gap: 10.8370 eV
- E_HOMO: -9.88 eV
- Total energy: -9440.955 eV
- Energy above the lowest of the compared OMol25 structures with the same formula, charge and spin: 201.45 kJ/mol

---

Record 5
# C5H10O2

The molecule C5H10O2 (ωB97M-V/def2-TZVPD, the OMol25 dataset).

Structure (XYZ):
```
17
Properties=species:S:1:pos:R:3:nbo_charge:R:1
C 0.808 -1.989 0.859 -0.6053
C 0.356 -0.994 -0.193 -0.4196
C -0.389 0.188 0.476 0.0724
O 0.398 1.047 1.273 -0.6954
C -0.899 1.089 -0.591 -0.4497
C 0.077 1.655 -1.583 0.4197
O 1.270 1.495 -1.646 -0.5070
H 1.343 -2.830 0.408 0.2101
H 1.462 -1.474 1.568 0.2183
H -0.048 -2.389 1.416 0.1973
H 1.207 -0.595 -0.754 0.2376
H -0.321 -1.488 -0.919 0.1956
H -1.244 -0.241 1.039 0.1588
H -0.074 1.949 1.103 0.4476
H -1.033 2.208 0.103 0.1692
H -1.739 0.596 -1.136 0.2472
H -0.454 2.367 -2.243 0.1030
```

- Structure (SMILES): CC[C@@H](O)CC=O
- HOMO-LUMO gap: 10.2570 eV
- E_HOMO: -9.75 eV
- Total energy: -9440.147 eV
- Energy above the lowest of the compared OMol25 structures with the same formula, charge and spin: 279.38 kJ/mol

---

Record 6
# C5H10O2

A structure of composition C5H10O2 (ωB97M-V/def2-TZVPD, the OMol25 dataset).

Structure (XYZ):
```
17
Properties=species:S:1:pos:R:3:nbo_charge:R:1
C -2.257 -0.944 -0.846 -0.6236
C -1.260 -0.661 0.266 -0.0704
O -0.361 0.366 -0.123 -0.6812
C 1.353 0.335 0.616 0.0008
C 1.959 0.054 -0.631 -0.7753
C 1.309 1.728 1.156 0.4028
O 1.304 1.978 2.337 -0.5015
H -1.738 -1.302 -1.741 0.2085
H -2.974 -1.713 -0.537 0.2141
H -2.808 -0.035 -1.107 0.2159
H -1.777 -0.335 1.178 0.1847
H -0.695 -1.576 0.508 0.1564
H 1.237 -0.442 1.372 0.2260
H 2.426 -0.917 -0.770 0.2342
H 0.538 0.066 -0.902 0.4631
H 2.439 0.878 -1.157 0.2250
H 1.306 2.521 0.382 0.1205
```

- HOMO-LUMO gap: 9.2114 eV
- E_HOMO: -8.91 eV
- Total energy: -9438.412 eV
- Energy above the lowest of the compared OMol25 structures with the same formula, charge and spin: 446.78 kJ/mol

---

Record 7
# C5H10O2

A cluster of 2 separate species, C5H10O2 in total (ωB97M-V/def2-TZVPD, the OMol25 dataset).

Structure (XYZ):
```
17
Properties=species:S:1:pos:R:3:nbo_charge:R:1
C 0.025 -1.319 -1.284 -0.6265
C -0.813 -0.344 -0.491 0.0425
O -1.347 -1.002 0.633 -0.5200
C -1.142 -0.213 1.804 -0.0686
C -0.291 0.949 1.376 -0.3344
C -0.047 0.810 0.079 0.3026
O 0.709 1.569 -0.740 -0.6578
H -0.600 -2.170 -1.554 0.2307
H 0.849 -1.677 -0.659 0.2189
H 0.410 -0.872 -2.209 0.1921
H -1.615 0.065 -1.136 0.1674
H -0.653 -0.846 2.558 0.1787
H -2.115 0.108 2.192 0.1697
H -0.110 1.825 1.982 0.2259
H 0.789 1.109 -1.587 0.4817
H 3.222 0.660 -0.509 -0.0198
H 2.988 1.391 -0.546 0.0169
```

- Structure (SMILES): C[C@H]1OCC=C1O.[H][H]
- HOMO-LUMO gap: 9.5240 eV
- E_HOMO: -8.65 eV
- Total energy: -9440.120 eV
- Energy above the lowest of the compared OMol25 structures with the same formula, charge and spin: 282.01 kJ/mol

---

Record 8
# C5H10O2

A cluster of 2 separate species, C5H10O2 in total (ωB97M-V/def2-TZVPD, the OMol25 dataset).

Structure (XYZ):
```
17
Properties=species:S:1:pos:R:3:lowdin_spin:R:1
C -1.137 -1.038 1.827 0.7066
C 0.454 0.118 -1.079 0.0025
C 0.310 -0.699 2.338 0.1884
C 0.397 -0.094 -2.550 0.0008
C -0.009 1.411 -0.641 0.0129
O -1.702 -0.204 1.150 0.9192
O 1.012 -0.648 -0.351 0.0022
H -1.515 -2.106 1.913 0.1163
H 0.913 -1.584 2.182 0.0190
H 0.281 -0.780 3.455 0.0289
H 0.452 0.265 1.863 -0.0015
H -0.478 0.579 -3.034 0.0001
H 0.304 -1.166 -2.803 0.0002
H 1.369 0.300 -2.933 0.0001
H 0.621 2.314 -0.682 0.0012
H -0.405 1.392 0.459 0.0028
H -0.865 1.940 -1.116 0.0002
```

- HOMO-LUMO gap (spin up / spin down): 6.7026 / 7.7186 eV
- E_HOMO (spin up / spin down): -5.76 / -9.77 eV
- Total energy: -9436.544 eV
- Energy above the lowest of the compared OMol25 structures with the same formula, charge and spin: 0.00 kJ/mol
- Multiplicity: 3

---

Record 9
# C5H10O2S

The molecule C5H10O2S (ωB97M-V/def2-TZVPD, the OMol25 dataset).

Structure (XYZ):
```
18
Properties=species:S:1:pos:R:3:nbo_charge:R:1
C 0.313 0.295 0.072 -0.4623
C 0.497 1.158 1.291 0.4181
C -2.092 -0.576 -0.272 -0.5999
C 2.018 -0.190 -2.145 -0.7178
C -0.732 -0.797 0.334 -0.4418
O 0.568 2.379 1.335 -0.4967
O 1.412 -2.265 -0.279 -0.8879
S 1.928 -0.589 -0.292 0.9908
H 0.017 0.772 -0.858 0.2382
H 0.409 0.655 2.197 0.1217
H -2.528 -1.555 -0.361 0.2173
H -1.945 -0.174 -1.265 0.1974
H -2.749 -0.059 0.436 0.2075
H 2.873 -0.756 -2.501 0.2529
H 0.983 -0.433 -2.494 0.2388
H 2.109 0.913 -2.051 0.2273
H -0.906 -0.915 1.357 0.2026
H -0.235 -1.644 -0.183 0.2936
```

- HOMO-LUMO gap: 9.7606 eV
- E_HOMO: -9.39 eV
- Total energy: -20274.069 eV
- Energy above the lowest of the compared OMol25 structures with the same formula, charge and spin: 349.53 kJ/mol

---

Record 10
# C5H10O2Sm

A structure of composition C5H10O2Sm (ωB97M-V/def2-TZVPD, the OMol25 dataset).

Structure (XYZ):
```
18
Properties=species:S:1:pos:R:3:lowdin_spin:R:1
C 2.455 0.142 -0.030 -0.0251
O 1.902 -1.160 0.281 -0.0014
C 0.800 -1.165 1.137 0.0008
C -0.529 -1.195 0.409 0.0011
O -0.834 0.084 -0.187 -0.0040
C -2.106 0.186 -0.703 0.0018
C -2.745 1.347 -0.780 0.0038
H 2.903 0.579 0.886 -0.0011
H 3.242 -0.055 -0.777 -0.0007
H 0.809 -0.318 1.847 0.0006
H 0.848 -2.093 1.728 0.0001
H -1.326 -1.432 1.127 0.0000
H -0.514 -1.955 -0.386 0.0001
H -2.521 -0.760 -1.061 0.0000
H -2.227 2.299 -0.660 0.0038
H -3.812 1.349 -0.995 0.0001
H 2.743 2.570 -0.820 -0.0145
Sm 0.912 1.574 -1.017 6.0344
```

- HOMO-LUMO gap (spin up / spin down): 5.7269 / 6.2027 eV
- E_HOMO (spin up / spin down): -5.78 / -6.39 eV
- Total energy: -27339.573 eV
- Energy above the lowest of the compared OMol25 structures with the same formula, charge and spin: 160.50 kJ/mol
- Multiplicity: 7